Record 1
This record from OMol25 describes the ion C17H30NO3S with charge +1. The level of theory is ωB97M-V/def2-TZVPD.

Geometry as ORCA input:
```
! wB97M-V def2-TZVPD RIJCOSX def2/J DEFGRID3
* xyz 1 1
S -1.226 -2.650 0.248
O -0.718 -4.303 -1.513
O -1.239 0.925 2.455
O -2.890 2.445 2.639
N -2.466 -0.468 0.548
C -2.021 -1.523 1.214
C -2.495 0.642 -1.684
C 1.457 2.677 2.165
C 1.212 1.991 0.823
C 1.897 -0.139 -1.412
C 0.194 2.886 2.997
C -1.487 -1.637 -1.136
C 2.918 -1.087 -0.786
C -0.462 1.594 3.474
C -3.224 0.575 1.186
C -2.145 -0.493 -0.790
C 2.503 1.925 0.009
C 2.519 -2.550 -0.955
C -2.419 1.448 2.180
C -1.291 -3.616 -2.598
C -1.037 -2.102 -2.476
C 2.327 1.329 -1.387
H 3.251 1.356 0.562
H -1.131 1.808 4.311
H 0.286 0.857 3.771
H 2.890 2.940 -0.106
H 0.827 0.983 0.996
H 0.936 -0.247 -0.900
H -3.670 1.239 0.445
H 1.569 -2.748 -0.458
H -0.536 3.472 2.437
H -2.045 0.501 -2.661
H 1.752 -0.422 -2.459
H -2.199 -1.654 2.264
H 1.584 1.918 -1.931
H 0.235 -4.399 -1.642
H -2.120 1.579 -1.275
H -1.568 -1.579 -3.268
H -4.037 0.134 1.772
H 2.176 2.091 2.743
H -2.364 -3.818 -2.547
H 1.906 3.655 1.982
H 2.433 -2.802 -2.011
H 3.889 -0.924 -1.255
H 3.272 -3.199 -0.515
H -0.912 -3.983 -3.555
H 3.273 1.421 -1.923
H 3.021 -0.871 0.277
H 0.455 3.457 3.889
H 0.034 -1.910 -2.592
H 0.459 2.551 0.261
H -3.574 0.725 -1.814
*
```

Computed properties:
ΔE to the lowest compared entry with this formula, charge and spin (kJ/mol): 7.48
Highest occupied orbital energy (Ha): -0.486
LUMO level (eV): -3.5
Frontier orbital gap (eV): 9.7

=====

Record 2
This record from OMol25 describes the ion C2H2NO3 with charge -1. The level of theory is ωB97M-V/def2-TZVPD.

Geometry as ORCA input:
```
! wB97M-V def2-TZVPD RIJCOSX def2/J DEFGRID3
* xyz -1 1
O -0.424 -1.091 1.639
O -0.541 1.200 1.909
O 0.892 -1.548 -1.027
N 0.002 0.401 -0.161
C -0.408 0.104 1.351
C 0.447 -0.397 -1.125
H -0.434 1.273 -0.445
H 0.466 0.059 -2.142
*
```

Computed properties:
ΔE to the lowest compared entry with this formula, charge and spin (kJ/mol): 53.05
Highest occupied orbital energy (Ha): -0.177
LUMO level (eV): 4.2
Frontier orbital gap (eV): 9.0
SMILES: O=CNC(=O)[O-]

=====

Record 3
This record from OMol25 describes a cluster of 2 separate species, C5H6Cl2SSi in total. The level of theory is ωB97M-V/def2-TZVPD.

Geometry as ORCA input:
```
! wB97M-V def2-TZVPD RIJCOSX def2/J DEFGRID3
* xyz 0 1
Cl -5.339 0.239 -0.551
Cl -3.300 -2.143 0.388
S 2.548 0.416 0.369
Si -3.686 -0.162 0.339
C 0.260 -0.346 1.128
C 1.024 0.769 1.059
C 2.075 -1.279 0.120
C -2.862 1.144 1.279
C 0.855 -1.507 0.616
H -0.754 -0.256 1.443
H -1.854 1.206 1.593
H 0.963 1.685 1.536
H -3.550 1.873 1.437
H 0.428 -2.465 0.750
H 2.888 -1.749 -0.345
*
```

Computed properties:
ΔE to the lowest compared entry with this formula, charge and spin (kJ/mol): 287.28
Highest occupied orbital energy (Ha): -0.304
LUMO level (eV): 0.0
Frontier orbital gap (eV): 8.2
SMILES: C=[Si](Cl)Cl.c1ccsc1

=====

Record 4
This record from OMol25 describes a structure of composition C30H24BrClO2PRu. The level of theory is ωB97M-V/def2-TZVPD.

Geometry as ORCA input:
```
! wB97M-V def2-TZVPD RIJCOSX def2/J DEFGRID3
* xyz 0 6
Ru 1.102 -0.201 2.628
Br 1.841 1.803 4.221
Cl 2.939 0.143 1.385
P 0.254 -0.195 -2.309
O -2.340 0.601 2.712
O -0.218 1.227 2.253
C 0.104 2.466 6.403
C -2.270 2.052 6.578
C 3.470 -3.097 -3.747
C -1.432 -0.670 -2.637
C 1.181 1.907 -3.928
C -1.065 2.437 7.176
C -3.096 -2.439 -2.729
C 2.676 -1.436 -2.189
C 1.080 4.216 -3.173
C 1.249 -2.162 -4.047
C 0.926 -2.098 1.395
C 1.634 -2.370 2.633
C -1.125 1.669 4.458
C 0.082 2.026 5.076
C -0.438 -1.813 1.731
C -0.578 -1.918 3.148
C 2.259 -3.035 -4.448
C -4.064 -1.488 -3.080
C 3.674 -2.304 -2.609
C 1.473 -1.327 -2.934
C -1.279 1.133 3.058
C 0.419 2.455 -1.660
C -2.309 1.726 5.225
C -1.791 -2.033 -2.471
C -2.441 0.297 -2.865
C 1.387 3.267 -4.160
C 0.610 3.808 -1.915
C 0.696 -2.233 3.723
C 0.633 1.505 -2.693
C -3.745 -0.123 -3.115
H -1.242 -1.615 1.025
H -1.034 -2.753 -2.155
H 1.031 2.827 6.843
H -3.194 2.007 7.154
H -5.075 -1.815 -3.328
H 2.798 -0.828 -1.290
H 2.666 -2.686 2.721
H -1.053 2.721 8.230
H 0.301 -2.106 -4.584
H -3.357 -3.498 -2.667
H 1.789 3.595 -5.120
H -1.512 -1.853 3.698
H 0.388 4.545 -1.139
H 4.612 -2.362 -2.055
H 0.900 -2.366 4.788
H 1.417 1.153 -4.683
H 0.098 2.097 -0.679
H 1.337 -2.128 0.389
H -2.183 1.358 -2.852
H -4.516 0.616 -3.342
H -3.240 1.450 4.730
H 2.100 -3.673 -5.318
H 1.210 5.281 -3.376
H 4.263 -3.764 -4.084
*
```

Computed properties:
Highest occupied orbital energy (spin up / spin down) (Ha): -0.169 / -0.229
LUMO level (spin up / spin down) (eV): -0.4 / -3.4
Frontier orbital gap (spin up / spin down) (eV): 4.2 / 2.9

=====

Record 5
This record from OMol25 describes a structure of composition C34H92F6N21O20S2. The level of theory is ωB97M-V/def2-TZVPD.

Geometry as ORCA input:
```
! wB97M-V def2-TZVPD RIJCOSX def2/J DEFGRID3
* xyz -1 1
S -17.665 15.413 6.404
S -19.000 17.722 5.699
F -15.370 16.803 6.618
F -16.071 15.580 8.351
F -18.752 19.854 7.146
F -15.209 14.506 6.654
F -20.313 18.496 7.837
F -20.658 19.750 6.059
O -17.572 22.328 10.848
O -14.424 21.613 8.819
O -14.729 21.513 4.521
O -12.623 15.137 8.420
O -19.593 12.357 2.675
O -24.343 8.691 4.718
O -23.707 19.314 7.345
O -20.863 20.769 -2.112
O -12.432 13.034 3.602
O -18.477 11.208 10.901
O -23.672 13.758 5.093
O -17.952 18.386 4.959
O -20.055 17.217 4.883
O -17.570 15.213 4.990
O -15.549 18.329 11.403
O -15.704 15.184 1.398
O -18.202 14.275 7.115
O -19.405 20.698 2.143
O -23.031 22.472 2.002
O -22.504 23.063 9.958
N -13.955 12.726 1.138
N -11.178 13.274 8.407
N -13.182 19.854 4.520
N -19.417 20.970 10.592
N -24.155 21.501 9.253
N -16.252 22.529 7.700
N -13.505 13.053 8.862
N -19.045 19.165 -0.036
N -17.356 17.214 10.240
N -24.087 20.858 4.035
N -19.280 13.016 9.595
N -22.387 15.450 4.141
N -21.868 14.626 6.181
N -17.301 11.837 8.940
N -15.441 19.325 4.453
N -18.459 16.762 6.857
N -14.063 22.952 6.866
N -16.378 19.262 9.409
N -22.068 21.634 8.213
N -19.655 23.282 10.162
N -21.077 10.250 3.691
C -15.914 15.623 7.033
C -19.546 18.861 -1.360
C -18.447 13.120 2.396
C -19.911 12.402 4.073
C -15.845 14.185 0.387
C -24.082 20.695 5.470
C -18.794 22.207 10.590
C -23.009 23.083 0.710
C -14.874 22.300 7.878
C -22.722 14.532 5.135
C -16.112 16.420 0.842
C -12.652 13.807 4.733
C -22.637 21.131 2.012
C -15.443 12.812 1.030
C -13.406 12.041 3.376
C -18.395 11.980 9.933
C -12.444 13.927 8.555
C -23.040 9.256 4.937
C -19.805 18.603 1.099
C -19.760 19.070 6.746
C -23.937 19.312 5.950
C -18.820 21.504 3.145
C -13.416 11.674 1.941
C -20.803 22.174 -2.473
C -19.280 19.306 2.350
C -22.870 22.151 9.222
C -14.508 20.328 4.489
C -23.758 17.981 7.871
C -19.657 20.025 -2.261
C -22.356 9.614 3.531
C -25.133 8.819 5.853
C -16.354 18.244 10.467
C -21.179 11.519 4.331
C -22.796 20.607 3.385
H -19.433 21.369 4.051
H -19.689 17.522 1.065
H -13.340 12.145 8.462
H -21.003 15.135 6.136
H -18.139 12.938 1.363
H -21.283 11.416 5.425
H -13.671 14.135 4.692
H -16.436 18.857 8.489
H -22.310 20.649 8.090
H -22.454 8.483 5.447
H -22.131 14.191 7.040
H -22.990 10.350 3.000
H -19.189 24.170 10.038
H -13.389 11.240 4.121
H -20.474 18.269 -1.324
H -21.449 15.837 4.155
H -22.171 22.869 0.017
H -11.848 14.536 4.774
H -24.761 17.592 7.656
H -19.913 13.406 10.263
H -16.070 17.153 1.641
H -22.282 8.627 3.006
H -12.464 20.569 4.482
H -23.682 18.022 8.962
H -17.146 16.438 0.504
H -23.053 10.187 5.501
H -14.410 12.463 3.572
H -15.632 12.034 0.310
H -14.402 22.858 5.939
H -24.260 21.835 3.864
H -19.810 18.956 3.243
H -18.828 22.474 2.652
H -23.195 24.127 0.868
H -18.005 17.255 9.475
H -12.427 11.331 1.600
H -12.540 13.218 5.635
H -21.067 21.834 8.387
H -25.070 20.991 5.833
H -21.580 21.150 1.785
H -18.601 14.182 2.649
H -20.382 20.914 10.518
H -23.304 21.323 5.954
H -12.947 18.995 4.966
H -16.883 21.952 8.197
H -14.147 10.844 1.891
H -17.572 11.994 7.986
H -16.420 19.474 4.674
H -19.071 13.771 8.968
H -13.519 13.627 1.262
H -19.928 22.604 -2.045
H -15.154 18.369 4.431
H -18.802 18.222 -1.845
H -21.964 21.044 3.985
H -22.771 15.238 3.243
H -16.856 10.947 9.055
H -24.378 20.622 8.804
H -17.599 16.524 10.937
H -17.803 21.135 3.334
H -22.092 12.110 4.093
H -15.499 19.757 9.381
H -23.049 17.389 7.309
H -16.616 22.885 6.840
H -14.434 13.438 8.924
H -21.671 22.624 -2.021
H -20.633 23.324 10.378
H -20.589 10.324 2.805
H -16.932 14.137 0.192
H -24.484 8.575 6.679
H -26.025 8.215 5.759
H -15.546 16.765 -0.013
H -20.713 22.218 -3.555
H -22.586 19.550 3.383
H -23.923 22.715 0.244
H -24.861 21.873 9.864
H -19.627 19.704 -3.287
H -18.986 20.097 10.755
H -10.955 12.402 8.855
H -20.856 18.879 0.968
H -19.109 20.185 0.114
H -23.113 18.772 5.490
H -13.062 22.910 6.925
H -18.279 19.132 2.632
H -15.256 14.409 -0.519
H -20.227 13.405 4.173
H -25.523 9.808 6.059
H -23.224 20.517 1.338
H -10.440 13.957 8.368
H -19.049 12.097 4.590
H -18.825 20.666 -1.987
H -24.836 18.774 5.692
H -17.647 12.738 3.051
H -15.930 12.729 1.998
*
```

Computed properties:
Highest occupied orbital energy (Ha): -0.253
LUMO level (eV): 1.8
Frontier orbital gap (eV): 8.7

=====

Record 6
This record from OMol25 describes the molecule C26H36N8O2. The level of theory is ωB97M-V/def2-TZVPD.

Geometry as ORCA input:
```
! wB97M-V def2-TZVPD RIJCOSX def2/J DEFGRID3
* xyz 0 1
O -0.690 -0.227 -0.819
O 1.519 7.946 0.932
N 1.550 -0.942 0.801
N -3.555 -3.944 -1.478
N 2.137 1.045 1.755
N -0.097 -3.958 0.374
N 0.869 -2.077 0.873
N 1.345 3.281 0.161
N -0.474 -3.653 1.615
N -1.702 -1.879 -1.948
C 1.434 -0.122 1.822
C 2.165 6.874 0.381
C -3.436 -2.844 -0.543
C 0.746 -1.615 -2.124
C 2.099 9.218 0.791
C 0.686 -0.481 2.998
C 2.052 4.468 0.032
C 3.906 5.767 -0.810
C 0.033 -1.668 3.062
C -4.317 -5.095 -1.041
C -3.661 -6.104 -0.082
C 0.094 -2.507 1.931
C 3.271 4.552 -0.655
C -0.613 -1.185 -1.578
C 2.811 1.344 0.502
C -2.261 -4.249 -2.057
C 3.377 6.938 -0.295
C 1.517 5.655 0.533
C 0.669 2.974 1.401
C 1.637 2.259 2.368
C -2.979 -1.606 -1.318
C 0.705 -3.023 -0.083
C 1.831 2.059 -0.443
C -1.778 -3.018 -2.832
C -3.410 -5.583 1.329
C 1.241 -2.919 -1.463
H -0.530 -1.982 3.925
H 3.906 7.868 -0.429
H 2.333 -2.918 -1.440
H -2.512 -2.784 -3.613
H 2.494 2.912 2.566
H 3.079 9.272 1.278
H 2.202 9.500 -0.262
H 0.967 1.405 -0.605
H 0.564 5.675 1.036
H 3.659 1.995 0.731
H 1.137 2.049 3.311
H -2.547 -4.925 1.364
H -4.337 -6.963 -0.029
H 4.847 5.804 -1.340
H 3.741 3.674 -1.067
H -2.721 -6.455 -0.510
H -0.169 2.306 1.175
H -4.281 -5.048 1.701
H 0.667 0.186 3.843
H -4.412 -2.651 -0.094
H -5.237 -4.716 -0.586
H -2.854 -0.751 -0.652
H 1.432 -0.806 -1.866
H -3.212 -6.417 1.999
H -2.374 -5.088 -2.747
H -3.712 -1.365 -2.094
H 2.288 2.269 -1.408
H 1.417 9.910 1.283
H 0.723 -1.716 -3.209
H -4.598 -5.638 -1.952
H 0.286 3.876 1.872
H -0.818 -3.217 -3.303
H 0.908 -3.802 -2.008
H 3.166 0.412 0.067
H -1.513 -4.506 -1.290
H -2.712 -3.044 0.259
*
```

Computed properties:
Highest occupied orbital energy (Ha): -0.275
LUMO level (eV): 0.3
Frontier orbital gap (eV): 7.8
SMILES: CCCN1CCN(C(=O)CCc2nnc3ccc(N4CCN(c5cccc(OC)c5)CC4)nn23)CC1

=====

Record 7
This record from OMol25 describes a cluster of 2 separate species, C3H8N2O4 in total. The level of theory is ωB97M-V/def2-TZVPD.

Geometry as ORCA input:
```
! wB97M-V def2-TZVPD RIJCOSX def2/J DEFGRID3
* xyz 0 1
O -1.447 -0.336 0.224
O 0.413 -0.642 1.745
O 0.136 -2.045 0.007
O -0.243 1.359 -0.783
N 0.984 -0.080 -2.066
N 2.001 1.001 -0.298
C -2.208 0.317 1.219
C 0.786 0.625 -0.884
C -0.020 -0.859 0.636
H 0.107 -0.367 -2.484
H 1.858 1.457 0.595
H 2.606 1.499 -0.939
H -3.133 -0.245 1.390
H -2.482 1.300 0.824
H 0.702 -2.565 0.604
H 1.612 -0.865 -1.953
H -1.672 0.446 2.163
*
```

Computed properties:
ΔE to the lowest compared entry with this formula, charge and spin (kJ/mol): 321.87
Highest occupied orbital energy (Ha): -0.337
LUMO level (eV): -0.7
Frontier orbital gap (eV): 8.5
SMILES: COC(=O)O.NC(N)=O

=====

Record 8
This record from OMol25 describes the molecule C4H7NO. The level of theory is ωB97M-V/def2-TZVPD.

Geometry as ORCA input:
```
! wB97M-V def2-TZVPD RIJCOSX def2/J DEFGRID3
* xyz 0 1
O -1.204 -2.776 1.013
N 0.021 0.215 -0.627
C -0.519 -1.900 0.483
C 1.172 0.718 0.166
C -0.980 -0.707 -0.064
C 0.081 1.636 -0.234
H 0.602 -2.039 0.402
H 1.167 0.338 1.186
H 2.143 0.794 -0.312
H -1.965 -0.282 -0.002
H -0.113 -0.273 -1.518
H -0.664 1.899 0.514
H 0.259 2.376 -1.008
*
```

Computed properties:
ΔE to the lowest compared entry with this formula, charge and spin (kJ/mol): 456.05
Highest occupied orbital energy (Ha): -0.263
LUMO level (eV): 0.4
Frontier orbital gap (eV): 7.6
SMILES: [O-]/C=C/[NH+]1CC1

=====

Here are the calculated max |F| numbers, same order: 0.0235, 0.0371, 0.1027, 0.0675, 0.0658, 0.0276, 0.1448, 0.0449 (Eh/bohr).